No. 1
Entry from OMol25: a structure of composition C3H9N2S in a non-equilibrium geometry (ωB97M-V with the def2-TZVPD basis set).

Output
Charge   -2
E_LUMO (spin up / spin down)   6.5 / 6.5 eV
E_HOMO (spin up / spin down)   4.3 / 0.0 eV
ΔE to the lowest compared entry with this formula, charge and spin   16.1 kcal/mol
HOMO-LUMO gap (spin up / spin down)   2.174 / 6.430 eV
Spin multiplicity   2

```
15
Properties=species:S:1:pos:R:3:lowdin_charge:R:1
H -1.159 2.097 -1.654 -0.01
C 1.123 1.173 0.251 -0.58
H 0.497 1.635 -2.122 -0.03
C -0.414 1.295 -1.629 -0.38
H 0.280 -1.887 1.132 -0.01
S -1.717 -1.518 -0.244 0.06
H 2.325 1.168 1.757 -0.10
H -1.303 -2.203 1.967 -0.02
H -0.774 0.427 -2.192 0.02
C -0.731 -2.322 1.034 -0.69
H -0.686 -0.033 0.037 -0.08
N -0.075 0.858 -0.283 -0.13
H -0.654 -3.385 0.823 -0.04
H 1.668 2.041 -0.221 0.01
N 1.620 0.655 1.344 -0.02
```

No. 2
Entry from OMol25: a cluster of 2 separate species, C10H16 in total in a non-equilibrium geometry (ωB97M-V with the def2-TZVPD basis set).

Output
E_LUMO   1.0 eV
SMILES string   CCc1ccccc1.CC
E_HOMO   -9.0 eV
ΔE to the lowest compared entry with this formula, charge and spin   14.2 kcal/mol
HOMO-LUMO gap   10.034 eV

```
26
Properties=species:S:1:pos:R:3:lowdin_charge:R:1
H -0.248 -3.576 -1.431 0.06
H -0.580 -1.819 -1.695 0.02
H 0.242 -0.184 -0.426 0.09
H 1.392 -0.377 3.544 0.06
C -1.850 2.778 0.956 -0.08
H 1.505 -1.422 -2.522 0.05
H 1.614 1.704 2.525 0.10
H -0.238 3.045 2.365 0.11
C -0.187 -2.739 -2.107 -0.16
C 1.215 -2.456 -2.667 -0.16
H -3.096 2.373 -0.772 0.10
C 0.124 1.398 1.060 -0.25
C -0.264 0.708 -0.080 -0.05
H -0.954 -2.900 -2.879 0.07
H 1.936 -3.071 -2.134 0.06
H 2.188 0.904 1.081 0.10
H 1.738 -1.194 1.964 0.07
C -1.431 1.099 -0.738 -0.08
C 1.381 0.931 1.797 -0.20
H 0.142 -0.805 2.391 0.07
C -0.629 2.453 1.542 -0.05
H 1.315 -2.690 -3.717 0.06
H -1.731 0.628 -1.664 0.10
C 1.164 -0.429 2.485 -0.09
C -2.196 2.131 -0.214 -0.11
H -2.551 3.510 1.334 0.10
```

No. 3
Entry from OMol25: a structure of composition C2H4LiO2Zn in a non-equilibrium geometry (ωB97M-V with the def2-TZVPD basis set).

Output
Charge   +1
E_LUMO   -5.1 eV
E_HOMO   -13.1 eV
ΔE to the lowest compared entry with this formula, charge and spin   68.6 kcal/mol
HOMO-LUMO gap   7.990 eV

```
10
Properties=species:S:1:pos:R:3:lowdin_charge:R:1
H -1.322 -0.297 0.812 0.13
C 0.674 -1.088 -0.558 -0.13
C -0.569 -0.763 0.171 0.00
H 0.993 -2.134 -0.537 0.14
Zn 1.155 1.398 0.840 0.92
H -1.232 -1.632 0.071 0.11
O 0.921 -0.426 0.683 -0.24
Li -1.144 3.500 -0.191 0.77
O -0.328 2.046 0.230 -0.84
H 0.852 -0.604 -1.523 0.13
```

No. 4
Entry from OMol25: an isolated molecule of C5H7N3 in a non-equilibrium geometry (ωB97M-V with the def2-TZVPD basis set).

Output
E_LUMO   0.0 eV
SMILES string   C=Cc1ncnn1C
E_HOMO   -9.6 eV
ΔE to the lowest compared entry with this formula, charge and spin   109.8 kcal/mol
HOMO-LUMO gap   9.629 eV

```
15
Properties=species:S:1:pos:R:3:lowdin_charge:R:1
H -0.797 1.935 -2.574 0.04
H 1.280 1.516 -1.356 0.04
H -1.885 1.027 -1.602 0.10
C 0.463 0.516 0.319 -0.44
H 0.677 -1.589 -1.124 0.12
C -0.094 -1.691 -0.303 0.01
N 0.994 0.997 1.457 0.10
C -0.793 1.457 -1.583 0.07
N -0.320 -0.760 2.000 0.10
C 0.572 0.094 2.445 -0.21
H 0.737 0.256 3.567 0.12
H -0.091 -2.586 0.002 0.00
H -1.085 -1.684 -0.833 0.10
C 0.484 1.053 -1.032 -0.03
N -0.141 -0.542 0.615 -0.14
```

No. 5
Entry from OMol25: a structure of composition C19H22N6O3W in a non-equilibrium geometry (ωB97M-V with the def2-TZVPD basis set).

Output
Charge   +4
E_LUMO (spin up / spin down)   -17.0 / -17.8 eV
E_HOMO (spin up / spin down)   -20.1 / -19.9 eV
HOMO-LUMO gap (spin up / spin down)   3.156 / 2.162 eV
Spin multiplicity   3

```
51
Properties=species:S:1:pos:R:3:lowdin_charge:R:1
C -0.259 0.213 2.156 -0.26
H -3.382 3.184 0.734 0.15
C -1.120 0.466 3.233 0.19
H -4.346 1.676 0.686 0.15
C -2.269 1.174 2.995 0.15
H -1.067 -2.269 -2.065 0.17
N -0.569 0.476 0.856 0.09
C 1.305 4.720 0.715 -0.27
C 0.800 -1.328 -2.625 -0.09
C 6.720 -4.308 -1.279 -0.05
H 1.807 -0.019 2.059 0.10
N -2.779 -2.328 0.745 0.10
H -0.241 5.822 -0.295 0.08
C -1.145 -0.108 -1.910 -0.08
H -2.995 1.507 3.717 0.19
O 0.564 -3.186 1.264 0.24
H 1.059 -0.742 3.359 0.17
H -0.870 0.107 4.227 0.18
C 2.400 0.268 0.111 -0.05
W 0.614 -0.531 -0.660 1.53
N 0.926 -0.408 2.410 0.21
H -5.833 -2.488 -0.048 0.11
H -0.807 2.018 -1.701 0.16
C -3.779 -2.741 0.303 -0.24
H 1.583 1.888 -1.709 0.16
H 7.588 -3.936 -1.844 0.11
H -5.337 -4.122 0.473 0.12
C -0.549 -1.336 -2.218 -0.12
C -5.061 -3.262 -0.156 -0.03
H -4.995 -3.567 -1.209 0.11
C 5.518 -3.677 -1.813 -0.26
H 1.262 -2.244 -2.984 0.19
N 4.579 -3.253 -2.364 0.09
C 1.571 -0.160 -2.526 -0.10
H 1.327 5.920 -1.057 0.10
C 0.834 5.862 -0.077 -0.06
H 1.043 6.802 0.472 0.12
H 2.628 -0.194 -2.728 0.18
H -2.207 -0.148 -1.762 0.16
C 0.655 -2.257 0.554 -0.04
C -1.752 1.212 0.669 -0.37
C -0.379 1.054 -1.825 -0.09
C 1.002 1.037 -2.028 -0.12
N -2.535 1.545 1.730 0.05
C -3.715 2.316 1.331 0.10
O -2.212 1.629 -0.418 0.09
H 6.852 -4.111 -0.205 0.10
H -4.224 2.606 2.256 0.14
N 1.722 3.877 1.424 0.09
O 3.417 0.742 0.478 0.27
H 6.647 -5.395 -1.450 0.11
```

No. 6
Entry from OMol25: a structure of composition C28H49CoN2O2P3 in a non-equilibrium geometry (ωB97M-V with the def2-TZVPD basis set).

Output
Charge   +3
E_LUMO (spin up / spin down)   -9.5 / -11.0 eV
E_HOMO (spin up / spin down)   -15.1 / -15.1 eV
ΔE to the lowest compared entry with this formula, charge and spin   7.8 kcal/mol
HOMO-LUMO gap (spin up / spin down)   5.635 / 4.181 eV
Spin multiplicity   5

```
85
Properties=species:S:1:pos:R:3:lowdin_charge:R:1
C -0.310 1.382 -5.465 -0.10
C -1.313 1.217 -4.538 0.03
O -1.861 1.010 -2.223 -0.02
H 1.411 -0.542 -4.577 0.04
C 2.135 -3.699 -2.702 -0.20
H -2.296 -0.007 -0.264 0.03
H -5.106 0.627 4.535 0.11
H -0.798 -0.456 5.798 0.11
C 0.912 1.968 -5.113 -0.06
H 4.105 -1.464 -2.000 0.05
H -3.735 1.662 6.333 0.11
C 1.104 -1.551 -4.270 -0.20
H 1.651 2.175 -5.893 0.13
C 0.087 0.172 5.657 -0.02
H 0.666 3.837 -7.642 0.06
H 1.342 -4.249 -2.179 0.04
H -1.515 2.676 -8.008 0.06
C 2.668 -2.995 1.189 -0.19
H 3.422 0.280 6.363 0.13
H -2.915 -2.980 -1.811 0.08
C -1.026 -3.524 0.368 -0.19
H 1.400 -1.100 6.805 0.13
H 1.482 -2.311 -4.970 0.07
P 1.799 -1.899 -2.626 0.73
H -0.781 -3.278 1.410 0.04
H 1.028 2.999 4.001 0.13
C -1.314 1.845 2.802 -0.34
H -3.130 -1.463 0.392 0.08
P -1.036 -2.020 -0.663 0.71
H -0.492 1.145 -6.516 0.12
H 2.633 -3.666 0.321 0.03
H -2.303 0.862 -4.818 0.13
C -1.056 1.406 -3.124 -0.40
H -5.163 2.405 4.668 0.11
C -4.830 1.568 4.041 0.02
H -3.176 2.034 1.595 0.14
C -3.380 1.661 3.749 -0.21
C 0.224 2.015 -2.800 0.00
C 2.357 1.754 5.179 -0.03
C -0.005 1.337 4.882 -0.19
C -1.421 3.530 -7.328 -0.08
H -1.733 -0.736 1.271 0.03
N -2.446 1.486 4.713 0.01
H -2.032 -3.971 0.328 0.08
P 1.852 -1.396 0.783 0.75
H -5.383 1.627 3.097 0.11
H 3.290 0.018 -2.601 0.05
H 0.443 2.164 -1.741 0.11
N -1.211 1.667 4.196 0.10
H 2.072 2.854 -3.510 0.12
H 0.147 -1.817 2.527 0.04
H -1.381 -3.256 -2.716 0.06
H -2.056 2.133 6.704 0.14
H -0.184 5.064 -6.525 0.06
C -2.682 1.422 6.147 0.06
C 2.458 0.593 5.956 -0.04
C 1.323 -0.192 6.198 -0.04
H 2.747 0.782 1.314 0.06
H -2.345 3.912 -6.883 0.06
C 3.179 -0.161 0.950 -0.20
H 1.674 -1.153 3.176 0.07
Co 0.810 -1.133 -1.002 -0.01
C -2.737 1.887 2.564 0.13
H -0.530 -0.308 -1.297 0.08
C 1.145 2.338 -3.779 -0.06
H 2.147 -3.459 2.039 0.07
H 3.828 -1.235 -3.770 0.08
H 0.008 -1.580 -4.228 0.04
H -2.166 -1.631 -2.742 0.05
C -1.969 -2.528 -2.138 -0.19
H 2.156 -4.016 -3.752 0.07
C 1.131 2.119 4.632 0.00
C 0.952 -1.093 2.353 -0.23
H 0.547 -0.072 2.331 0.02
H 3.715 -2.817 1.471 0.07
H 3.235 2.370 4.995 0.13
H 3.889 -0.560 1.685 0.07
H -2.497 0.411 6.530 0.11
C -2.169 -0.949 0.288 -0.21
H 3.098 -3.910 -2.223 0.06
H 3.674 -0.002 -0.016 0.04
O -0.344 1.919 2.027 0.11
H -0.292 -4.244 -0.018 0.06
C 3.425 -1.062 -2.763 -0.22
C -0.252 4.153 -7.133 -0.08
```

The records above give, respectively, electronic energy values of -627.24679; -390.61320; -2015.52063; -358.84337; -1356.70488; -3762.02834 Eh.